DFT (ωB97M-V/def2-TZVPD) results for a structure of composition C36H30Br2F3N5O2Sc.

As for the HOMO-LUMO gap (alpha / beta): 5.27 / 3.94 eV. The highest occupied orbital energy (alpha / beta) is -3.16 / -1.83 eV. For the energy relative to the best compared isomer or geometry (same formula, charge and spin), the calculation gives 12.3 kJ/mol.

Geometry as ORCA input:
```
! RIJCOSX wB97M-V def2-TZVPD def2/J DEFGRID3
* xyz -1 1
Sc -0.84865 -1.06488 0.20185
Br -5.83502 -0.54590 0.86915
C -4.48425 -0.42842 2.18087
C -4.82436 -0.09693 3.48959
C -3.84030 -0.03591 4.45322
Br -4.37056 0.40269 6.23100
C -2.48250 -0.29260 4.17790
C -1.43142 -0.32868 5.13962
C -0.16263 -0.71241 4.69791
C 0.08644 -0.94180 3.36890
N -0.86509 -0.80968 2.38935
C -2.16152 -0.57323 2.82893
C -3.16053 -0.67219 1.83653
O -2.77106 -1.00294 0.60717
H -5.85485 0.10331 3.74494
H -1.63945 -0.14337 6.18196
H 0.64940 -0.83214 5.40524
H 1.07121 -1.26638 3.04575
N 1.53148 -0.31473 0.39651
C 2.54553 0.62214 0.11059
C 3.44938 0.36568 -0.91573
C 4.43659 1.28460 -1.22601
C 4.54154 2.46854 -0.50790
C 3.63903 2.72163 0.51206
C 2.62814 1.81855 0.82315
C 1.69451 2.10293 1.94998
C 2.21846 2.09647 3.24336
C 1.40802 2.29304 4.34945
C 0.04433 2.49090 4.19073
C -0.49204 2.53283 2.91692
C 0.32677 2.35757 1.80667
H 1.75692 -1.27913 0.16438
H 1.23710 -0.28413 1.37097
H 3.36213 -0.55653 -1.47792
H 5.12345 1.07290 -2.03504
H 5.31002 3.19101 -0.74687
H 3.69658 3.64636 1.07383
H 3.27764 1.91017 3.36712
H 1.84401 2.26101 5.33973
H -0.60617 2.59661 5.04756
H -1.55368 2.69528 2.78550
F -1.01086 1.30057 0.16151
C -0.34058 2.46271 0.46228
F -1.28290 3.41092 0.43464
F 0.48207 2.68213 -0.55784
C 1.13298 -4.75801 0.90635
C -0.21262 -4.12084 0.56809
C -1.12960 -4.14172 1.78727
C -0.86713 -4.85016 -0.60244
O 0.03045 -2.78208 0.17602
H 1.01506 -5.80312 1.20359
H 1.60457 -4.21974 1.73067
H 1.79501 -4.71850 0.03943
H -1.33431 -5.16951 2.09932
H -2.08479 -3.66007 1.56427
H -0.67127 -3.60904 2.62163
H -1.09798 -5.88697 -0.34366
H -0.19853 -4.85559 -1.46550
H -1.79882 -4.35722 -0.88625
N 0.52008 4.83322 -8.91616
C 0.36525 4.04384 -8.08086
C 0.18121 3.08174 -7.06745
C 0.02475 1.70228 -7.37950
C -0.14761 0.76993 -6.39624
C -0.17439 1.15422 -5.03176
C -0.02769 2.53101 -4.70800
C 0.14921 3.45565 -5.69862
N -0.35405 0.20557 -4.02507
C -0.15032 -1.16433 -4.13052
C -0.38165 -1.68900 -2.89514
N -0.72974 -0.69757 -2.02070
C -0.70868 0.43786 -2.73903
H 0.02992 1.39044 -8.41631
H -0.29148 -0.26646 -6.67287
H -0.01123 2.85611 -3.67571
H 0.28237 4.49756 -5.43469
H 0.17158 -1.61618 -5.04888
H -0.29604 -2.71341 -2.57459
H -0.97688 1.41151 -2.37619
*
```